Entry from OMol25: a molecular structure, C40H64F3IN2O11S4 (ωB97M-V/def2-TZVPD).

Each line ends with the Löwdin charge.
Geometry (Å):
C1 -1.6764 -4.2468 -4.3184  -0.01
C2 -2.1174 -4.5028 -2.8954  -0.32
O1 -1.9914 -5.6518 -2.4304  0.10
N1 -3.0324 -3.5398 -2.1744  0.04
H1 -3.6194 -4.0168 -1.3774  0.23
H2 -2.1594 -3.1878 -1.5454  0.13
C3 -3.6714 -2.4468 -2.9624  -0.01
H3 -1.5734 -5.0908 -4.8554  0.05
H4 -0.6654 -3.7768 -4.4414  0.07
H5 -2.3314 -3.8408 -5.0274  0.07
H6 -3.0984 -1.9078 -3.6684  0.03
H7 -3.8744 -1.6038 -2.1724  0.12
H8 -4.4644 -2.8288 -3.4494  0.06
C4 1.7036 -2.1448 -1.0804  0.00
C5 1.1146 -0.7718 -0.6734  -0.47
O2 1.9306 -0.0808 -0.1504  0.09
N2 -0.2904 -0.4208 -0.9514  -0.01
H9 -0.1434 -0.2428 -1.9394  -0.09
H10 -1.0184 -1.4198 -0.7434  0.10
C6 -0.7214 0.7852 -0.2804  -0.06
H11 1.7366 -2.6928 0.0396  0.15
H12 2.7246 -1.8218 -1.3064  0.05
H13 1.1066 -2.5808 -1.9134  0.06
H14 -0.7174 0.9282 0.7556  0.07
H15 -1.6434 0.9732 -0.6534  0.03
H16 -0.2784 1.8262 -0.5634  0.13
I1 -0.1994 -0.5618 -4.4174  -0.28
O3 -1.7244 -2.4718 -0.2084  -0.33
H17 -1.5734 -1.9768 0.6866  0.02
F1 0.7256 -8.3098 -0.3014  0.02
C7 1.3996 -7.3468 -1.0244  -0.21
C8 2.4096 -6.5858 -0.2924  0.06
C9 2.9196 -5.3698 -0.8794  -0.07
C10 2.6876 -5.0988 -2.1884  -0.08
C11 1.6756 -5.7968 -2.8844  -0.06
C12 0.9396 -6.8148 -2.2424  -0.02
H18 2.7036 -6.9988 0.5056  0.03
H19 3.5026 -4.9328 -0.2594  0.02
H20 3.2866 -4.1518 -2.5624  0.15
H21 1.4746 -5.6498 -3.7784  0.01
H22 0.1366 -7.4898 -2.6704  0.13
F2 2.5926 2.7272 -0.5584  0.00
C13 2.2886 3.4732 -1.7024  -0.22
C14 1.6876 4.8412 -1.5314  0.00
C15 1.4156 5.5762 -2.6734  -0.10
C16 1.3876 4.9822 -3.9654  -0.07
C17 1.7886 3.6662 -4.0764  -0.06
C18 2.2796 2.9452 -2.9354  -0.03
H23 1.4206 5.0862 -0.4754  0.10
H24 1.0266 6.5512 -2.6564  0.08
H25 1.1526 5.5112 -4.8234  0.08
H26 1.6236 3.0162 -4.8484  0.07
H27 2.5046 1.8852 -3.2594  0.12
F3 1.3096 6.5682 5.0426  0.03
C19 1.4346 5.3612 4.3996  -0.26
C20 0.7376 5.1122 3.1476  0.02
C21 1.0426 3.8322 2.4706  -0.12
C22 1.8706 2.8902 2.9076  -0.09
C23 2.6196 3.1942 4.1606  -0.02
C24 2.2896 4.3662 4.8746  -0.04
H28 0.1806 5.9462 2.5956  0.11
H29 0.4116 3.7242 1.4656  0.12
H30 1.9856 1.9262 2.5656  0.07
H31 3.3096 2.4702 4.4736  0.08
H32 2.8376 4.6242 5.8526  0.14
C25 -4.7384 0.1242 1.8396  -0.18
C26 -6.1104 -0.7358 2.2276  -0.20
C27 -6.9934 -0.3338 1.2346  -0.37
S1 -6.2334 0.1192 -0.2264  0.62
O4 -6.5964 1.3942 -0.5634  -0.26
O5 -6.5244 -0.8978 -1.2834  -0.35
C28 -4.5654 0.0712 0.3196  -0.26
H33 -3.7254 -0.2888 2.3826  0.14
H34 -4.8184 1.1462 2.2306  0.11
H35 -6.3624 -0.7778 3.3996  0.17
H36 -5.7474 -1.8478 1.6896  0.18
H37 -7.2554 0.5822 1.5876  0.08
H38 -7.8804 -0.8298 1.2186  0.10
H39 -3.9964 0.8562 -0.3554  0.15
H40 -4.1524 -0.7338 -0.1944  0.03
C29 -3.4134 7.1112 -1.3064  -0.19
C30 -1.9214 6.8842 -1.1894  -0.22
C31 -1.7114 5.9292 -0.1364  -0.33
S2 -2.9934 4.8722 -0.1454  0.58
O6 -3.6454 4.7922 1.1326  -0.29
O7 -2.6244 3.5932 -0.7024  -0.30
C32 -3.9424 5.6892 -1.2164  -0.30
H41 -3.7084 7.5272 -2.3144  0.14
H42 -3.9864 7.5242 -0.4844  0.12
H43 -1.4294 7.7782 -0.7194  0.14
H44 -1.4424 6.3942 -2.2674  0.20
H45 -1.8914 6.3622 0.8816  0.14
H46 -0.8934 5.3232 -0.1144  0.06
H47 -5.0224 5.4102 -1.0964  0.16
H48 -3.8064 5.2832 -2.1344  0.07
C33 7.0846 -0.1358 0.5736  -0.18
C34 6.3716 -0.0748 -0.7824  -0.28
C35 5.2106 -0.7738 -0.6934  -0.34
S3 5.4916 -2.1568 0.3076  0.71
O8 6.0046 -3.1958 -0.6084  -0.33
O9 4.2546 -2.5308 1.0696  -0.35
C36 6.8306 -1.5668 1.2116  -0.23
H49 6.7026 0.6882 1.2966  0.15
H50 8.1326 0.0002 0.4376  0.09
H51 7.1066 -0.8168 -1.4494  0.19
H52 6.4386 0.8932 -1.1174  0.10
H53 4.7436 -1.0268 -1.6604  0.14
H54 4.5716 -0.0778 -0.2754  0.09
H55 7.6966 -2.2468 1.1516  0.12
H56 6.4556 -1.5428 2.3076  0.14
C37 0.9026 -2.9098 2.8396  -0.23
C38 0.0146 -1.7378 2.9836  -0.28
C39 -0.9894 -1.9808 3.8886  -0.30
S4 -0.2204 -2.9828 5.0596  0.69
O10 -1.0904 -4.1448 5.2626  -0.33
O11 0.3196 -2.1788 6.1116  -0.31
C40 1.1346 -3.6738 4.0866  -0.17
H57 1.9646 -2.8368 2.5056  0.14
H58 0.3466 -3.5568 2.3876  0.07
H59 -0.4364 -1.4448 2.0006  0.11
H60 0.8066 -0.9848 3.3516  0.17
H61 -1.7574 -2.6548 3.6346  0.10
H62 -1.6104 -1.0948 4.2736  0.16
H63 0.8186 -4.5898 4.2126  0.03
H64 2.0456 -3.4088 4.7846  0.16

Output
E_HOMO: -0.28471 hartree
energy relative to the best compared isomer or geometry (same formula, charge and spin): 2.427 eV
gap between HOMO and LUMO: 7.53 eV